1.
ORCA calculation (ωB97M-V with the def2-TZVPD basis set) on a structure of composition C21H29N2O3 in a non-equilibrium geometry.

XYZ file:
```
55
Properties=species:S:1:pos:R:3:forces:R:3
C -7.0913 -2.2400 -0.0449 3.1108 -1.5569 -2.0003
H -7.7818 -2.6537 -0.7592 -0.5561 0.2196 0.1451
O -6.1965 -1.3496 -1.0099 -9.1880 -6.1559 -0.9577
C -5.2366 -0.8144 -0.4905 3.4549 3.1365 -1.8055
C -4.8407 -1.0294 0.7071 6.0160 4.1948 1.1800
C -3.8189 -0.2170 1.3265 -0.6941 -1.0694 -2.3836
C -3.1308 0.5419 0.5599 2.2987 6.8624 -10.0639
C -3.4964 0.7604 -1.0522 -2.2851 -2.1039 3.9166
C -4.6352 0.0562 -1.4422 5.7548 1.9559 5.6750
H -4.8804 0.0469 -2.3783 -2.1345 0.0047 -5.2730
H -3.0294 1.5583 -1.6369 -0.0242 -0.6288 0.1436
N -2.0540 1.5091 0.7886 -1.4105 -10.4997 7.7122
C -0.9005 0.5489 1.5248 -3.7634 8.2251 5.5079
C 0.2345 0.3308 0.7631 -2.1423 -8.7213 -1.7728
H 1.0055 -0.2301 1.1777 1.1710 -0.8891 1.4423
N 0.7178 1.3254 0.0534 8.2121 3.6040 -5.7492
C -0.2562 1.8726 -0.7766 0.7165 10.7711 2.1562
C -1.4386 2.4463 0.2082 3.0992 7.8442 -5.2576
H -2.0911 3.0940 -0.5021 0.7347 -1.0393 1.1210
H -1.0232 3.2844 0.9459 -0.3439 -1.5537 -1.1911
H 0.0809 2.8685 -1.4773 -0.1906 -2.8515 2.1574
H -0.8187 1.4071 -1.3825 -3.0119 -5.0804 -4.3391
C 1.6254 2.3969 0.7827 0.1276 0.3542 0.2611
H 1.2022 2.3753 1.9261 1.2846 0.8497 -3.0158
H 1.5841 3.4509 0.0479 -0.1612 -3.0902 2.7963
C 3.1766 1.8325 0.7307 -6.7103 -2.9371 3.8687
O 3.1177 0.3567 1.3473 -1.3565 4.0439 -1.2091
H 4.0461 0.3695 1.3909 2.1831 -1.4934 0.6293
C 3.6195 1.7668 -0.5687 4.6194 0.8657 -7.2089
H 3.7402 2.7902 -0.9937 -0.9102 -0.2836 0.2355
H 4.7438 1.5619 -0.6787 -1.4894 -0.7040 0.4632
O 2.9158 0.9846 -1.7139 -1.0472 2.5401 4.4163
C 3.6357 -0.1187 -2.0790 -1.3917 -4.6893 -0.6001
C 3.7910 -1.3334 -1.0611 3.3642 4.5790 -1.1271
C 2.7048 -2.0356 -0.5958 -1.6134 3.5895 -4.6946
C 2.9431 -2.6899 0.4542 -5.8758 -8.1584 3.6996
C 4.1710 -3.0569 0.8327 -0.2084 -3.9879 9.7551
C 5.2215 -2.2940 0.8335 4.0987 3.6010 -6.2911
C 5.0403 -1.3423 -0.4321 -1.8855 -3.2943 3.5514
H 5.7935 -0.6893 -0.7025 1.4465 1.1788 -0.6864
H 6.2767 -2.5319 1.1715 -1.7132 0.4902 0.0529
H 4.1353 -3.7150 2.0322 0.1640 1.1380 -4.0277
H 1.9644 -3.5293 0.7741 3.0287 2.8128 -0.4808
H 1.7246 -1.9931 -1.0473 -0.0635 0.2496 -0.1577
H 4.4506 0.1964 -2.6277 2.7124 0.5024 -0.2860
H 3.0901 -0.5844 -2.8941 -0.7670 0.1298 -0.2720
H 3.7537 2.4235 1.3803 0.8885 0.8662 0.6203
H 1.6014 0.8112 -0.7283 -2.1379 1.5496 1.7428
H -0.1638 -0.3984 -0.0787 0.7935 0.6200 1.1888
H -1.4749 -0.0713 2.1908 0.7212 -1.0395 -0.5113
H -0.5104 1.4560 2.3599 -1.0167 -2.3799 -1.6198
H -3.4541 -0.1318 2.2636 -0.0617 -0.7928 3.6767
H -5.2059 -1.3921 1.4828 -4.7368 -4.6822 5.5859
H -6.4949 -3.1485 0.3941 -0.5867 1.8412 -1.0659
H -7.4677 -1.7173 0.7941 -0.5239 1.0623 0.3468
```
Positions in Å, forces in eV/Å.

The net charge is +1. The molecular weight is 357.5 u. The value obtained for the lowest unoccupied orbital energy is -2.33 eV. The calculation puts the energy above the lowest of the compared OMol25 structures with the same formula, charge and spin at 1799.1 kJ/mol. The calculation puts the electronic energy at -31345.536 eV. The HOMO energy comes out at -9.941 eV. The maximum force is 0.2548 Eh/bohr.

---

2.
ORCA calculation (ωB97M-V with the def2-TZVPD basis set) on the molecule C21H29N3O3 in a non-equilibrium geometry.

XYZ file:
```
56
Properties=species:S:1:pos:R:3:forces:R:3
C -5.4652 -0.3368 1.6429 0.3663 -0.1426 0.0423
C -4.5722 -0.8911 0.5931 -0.7629 -0.0226 -0.6391
C -4.8232 -1.2998 -0.6875 -0.0220 0.2528 0.6399
C -3.5922 -1.7422 -1.2148 0.7736 0.0260 0.5451
C -2.6694 -1.5721 -0.2119 -0.7593 -0.2851 -1.2475
C -1.2598 -1.8208 -0.1912 0.9216 0.1780 0.9182
N -0.4427 -1.6000 0.7987 -0.9922 -0.0150 -0.0284
C 0.7976 -1.9392 0.3309 -0.0186 -0.4467 -0.9581
C 2.0318 -1.7831 1.1570 -0.0127 -0.0413 -0.1428
N 3.0463 -0.9829 0.4772 0.1220 -0.0197 0.1339
C 4.3842 -1.3911 0.8782 0.2557 -0.1267 -0.2069
C 5.4433 -0.7301 0.0050 -0.0092 0.0752 0.3402
C 5.3310 0.7811 0.1347 -0.0776 -0.0910 -0.2664
C 3.9077 1.1922 -0.2171 0.1168 0.0240 0.4215
C 2.8780 0.4638 0.6526 -0.2167 0.2628 -0.4014
C 1.4630 0.9026 0.2688 0.1548 0.1541 0.3306
C 1.1445 2.3700 0.5613 0.2593 -0.0821 -0.1721
N -0.2337 2.6571 0.2493 0.0430 -0.2953 0.2037
C -1.3401 2.1496 1.0305 -0.1434 -0.0835 0.2547
C -2.5529 2.3755 0.1215 0.0008 0.0562 0.0182
C -2.1228 3.5376 -0.7702 -0.0230 -0.0554 -0.0420
C -0.6026 3.4499 -0.7777 -0.3361 0.1605 -0.1415
O 0.1535 4.0057 -1.5444 0.2298 0.2121 -0.3147
C 0.6735 -2.3667 -0.9605 0.7734 0.2315 0.9324
C 1.6744 -2.8265 -1.9504 -0.3801 -0.1141 -0.0104
O -0.6437 -2.2949 -1.2957 -0.4756 0.0442 -0.1407
O -3.2672 -1.0544 0.8849 0.3093 0.0391 0.2894
H -5.5972 -1.0585 2.4486 -0.0589 0.0001 0.0804
H -6.4355 -0.1020 1.2164 -0.0361 0.0165 -0.0222
H -5.0273 0.5632 2.0705 -0.0476 0.1055 0.0491
H -5.7685 -1.2851 -1.1901 -0.2391 0.0419 -0.0300
H -3.4013 -2.1312 -2.1935 0.1144 -0.0891 -0.1996
H 1.7482 -1.3642 2.1346 0.0145 -0.0648 -0.0103
H 2.4492 -2.7793 1.3325 0.0551 0.1281 0.0901
H 4.4553 -2.4768 0.7695 -0.0229 0.0361 0.0885
H 4.5806 -1.1412 1.9376 -0.0040 -0.0587 -0.0054
H 5.2796 -1.0197 -1.0342 0.0225 -0.0691 -0.0610
H 6.4325 -1.0770 0.3087 0.0248 -0.0425 -0.0347
H 6.0422 1.2789 -0.5265 0.0438 0.0484 0.0553
H 5.5583 1.0792 1.1614 0.0507 0.0422 0.0355
H 3.7083 0.9477 -1.2615 -0.0916 0.0342 -0.0884
H 3.7919 2.2679 -0.0883 -0.0470 0.0541 -0.0566
H 3.0513 0.7349 1.7150 0.0119 -0.0522 -0.0309
H 1.3075 0.7090 -0.7941 -0.0827 -0.0563 -0.0520
H 0.7463 0.3133 0.8337 -0.0306 0.0536 -0.0887
H 1.7376 3.0427 -0.0618 -0.0225 -0.0210 0.1439
H 1.3334 2.5943 1.6180 0.0354 0.0390 -0.0408
H -1.4275 2.7174 1.9673 -0.0152 -0.0882 -0.0053
H -1.2046 1.0942 1.2772 -0.0047 0.0482 0.0349
H -2.7287 1.4864 -0.4852 -0.0145 -0.0543 0.0101
H -3.4571 2.5886 0.6885 -0.0236 -0.0620 0.0162
H -2.4018 4.5037 -0.3442 0.0213 0.0417 -0.0253
H -2.5206 3.4856 -1.7814 0.0630 0.0648 -0.0075
H 2.6491 -2.4498 -1.6539 0.0537 0.0462 -0.0164
H 1.7068 -3.9156 -1.9934 0.0455 -0.0714 -0.0739
H 1.4180 -2.4543 -2.9398 0.0875 0.0335 -0.1127
```
Positions in Å, forces in eV/Å.

The net charge is 0. The molecular weight is 371.5 u. The value obtained for the lowest unoccupied orbital energy is 0.80 eV. The calculation puts the energy above the lowest of the compared OMol25 structures with the same formula, charge and spin at 237.3 kJ/mol. Its SMILES is Cc1ccc(-c2nc(CN3CCCC[C@H]3CCN3CCCC3=O)c(C)o2)o1. The calculation puts the electronic energy at -32861.027 eV. The HOMO energy comes out at -7.738 eV. The maximum force is 0.0289 Eh/bohr.

---

3.
ORCA calculation (ωB97M-V with the def2-TZVPD basis set) on the molecule C21H29N3O4.

XYZ file:
```
57
Properties=species:S:1:pos:R:3:forces:R:3
C -7.1941 -2.8220 -0.1090 0.0912 0.4118 -0.0046
C -7.4829 -1.3324 -0.2271 -0.3035 -0.3745 -0.2608
O -6.3524 -0.5453 0.1470 0.2766 0.1280 0.0914
C -5.4112 -0.3794 -0.8070 -0.0690 0.1991 0.0709
O -5.4851 -0.8346 -1.9240 -0.1765 -0.2937 -0.3034
N -4.3868 0.4020 -0.3804 0.0088 0.1085 0.0905
C -3.2206 0.5618 -1.2178 0.1508 -0.2895 -0.2718
C -2.0364 -0.2097 -0.6168 -0.1082 0.1794 -0.3548
N -1.8197 0.2157 0.7469 -0.3249 -0.2133 0.0864
C -0.7520 0.8746 1.2581 0.3247 -0.1994 -0.3246
O -0.7440 1.2673 2.4100 0.1555 0.2456 0.3211
C 0.4408 1.0989 0.3329 0.0201 0.0232 0.3900
C 0.1707 2.2798 -0.6265 0.0004 0.0396 -0.0225
C 1.2855 3.3297 -0.5647 0.0225 0.0221 -0.2358
C 2.6519 2.6745 -0.6085 -0.2858 0.2681 0.1207
O 3.5202 2.9677 -1.4060 0.2545 0.1007 -0.3607
N 2.8019 1.7303 0.3482 0.1612 -0.1591 0.0193
C 4.0132 0.9473 0.4177 0.1390 -0.0797 -0.2184
C 3.8696 -0.4080 -0.2943 0.1414 0.2425 0.1404
C 5.1663 -1.1614 -0.2342 -0.1279 -0.0805 -0.0263
C 6.1787 -0.8828 -1.1441 -0.0209 -0.0102 0.0239
C 7.3894 -1.5476 -1.0743 0.0816 0.0180 -0.0458
C 7.6043 -2.4986 -0.0907 0.0853 -0.0537 0.0161
C 6.6030 -2.7797 0.8224 0.0537 -0.0645 0.0755
C 5.3924 -2.1128 0.7512 -0.0043 0.0190 -0.0175
C 1.6808 1.3963 1.1895 -0.4976 0.0066 0.2028
C -2.9943 0.0266 1.5784 -0.2160 0.2996 0.3019
C -4.1784 0.8027 0.9928 0.0403 -0.1776 0.3691
H -6.4191 -3.1042 -0.8173 0.0248 -0.0573 -0.0428
H -8.0954 -3.3858 -0.3311 -0.1016 -0.1016 -0.0135
H -6.8625 -3.0638 0.8982 -0.0081 -0.0615 0.0895
H -8.2740 -1.0276 0.4612 0.0880 -0.0034 -0.1063
H -7.7652 -1.0840 -1.2550 -0.0199 0.0155 0.2009
H -3.4621 0.1802 -2.2106 0.0710 0.1007 0.0927
H -2.9750 1.6269 -1.2832 0.0358 -0.0366 -0.0173
H -1.1521 -0.0537 -1.2283 0.0383 -0.0283 0.0255
H -2.2788 -1.2796 -0.6129 0.0593 0.0560 -0.0745
H 0.6440 0.1879 -0.2364 -0.0139 0.0560 0.0128
H 0.0902 1.9159 -1.6525 -0.0715 0.0206 0.0079
H -0.7754 2.7624 -0.3707 -0.0187 -0.0280 -0.0877
H 1.2019 4.0212 -1.4030 0.0972 -0.0205 0.0961
H 1.2074 3.9019 0.3620 -0.0162 0.0237 0.0133
H 4.2838 0.7947 1.4664 0.0216 0.0173 -0.0517
H 4.7974 1.5291 -0.0721 -0.0330 -0.0980 0.1406
H 3.0761 -0.9892 0.1815 -0.0477 -0.0185 -0.0445
H 3.5920 -0.2197 -1.3334 -0.0681 -0.0016 0.0102
H 6.0120 -0.1409 -1.9115 -0.0266 0.0943 -0.1037
H 8.1677 -1.3243 -1.7892 0.0598 0.0177 -0.0599
H 8.5489 -3.0193 -0.0366 0.0717 -0.0412 0.0006
H 6.7645 -3.5204 1.5920 0.0150 -0.0585 0.0552
H 4.6132 -2.3378 1.4665 -0.0967 -0.0188 0.0591
H 1.9326 0.5231 1.7924 0.0224 0.0844 0.0037
H 1.4468 2.2152 1.8789 0.0368 -0.1923 -0.0086
H -2.7556 0.3842 2.5807 -0.0637 -0.1101 -0.1194
H -3.2353 -1.0413 1.6156 -0.0230 0.0280 0.0059
H -5.0828 0.6129 1.5668 0.1084 0.0895 -0.0194
H -3.9560 1.8753 1.0121 -0.0145 -0.0439 0.0624
```
Positions in Å, forces in eV/Å.

The net charge is 0. The molecular weight is 387.5 u. The value obtained for the lowest unoccupied orbital energy is 0.55 eV. The calculation puts the energy above the lowest of the compared OMol25 structures with the same formula, charge and spin at 37.5 kJ/mol. Its SMILES is CCOC(=O)N1CCN(C(=O)[C@H]2CCC(=O)N(CCc3ccccc3)C2)CC1. The calculation puts the electronic energy at -34909.982 eV. The HOMO energy comes out at -8.922 eV. The maximum force is 0.0107 Eh/bohr.